This record from the OMol25 dataset describes a cluster of 18 separate species, C72H198N18O18 in total at a distorted geometry. The level of theory is ωB97M-V with the def2-TZVPD basis set.

```
306
Properties=species:S:1:pos:R:3:forces:R:3
C 12.5742 25.7248 16.2072 1.64 -0.01 0.18
C 12.8728 24.2636 15.8344 -0.74 -0.28 -0.14
C 12.6180 23.2476 16.9720 0.31 -0.61 -0.35
O 13.6920 23.1837 17.8791 1.47 -0.39 0.33
C 14.4500 21.9770 17.8443 -0.53 -0.53 1.81
N 11.9693 23.9539 14.7027 2.69 0.15 -0.22
H 12.5977 26.2989 15.2834 -0.51 0.06 -0.11
H 13.3835 26.2138 16.7990 -0.64 -0.66 0.06
H 11.6227 25.7891 16.7316 -0.05 0.21 -0.09
H 13.9330 24.1129 15.5004 -1.01 0.19 0.32
H 12.4480 22.2499 16.5144 0.16 0.36 0.08
H 11.7538 23.4294 17.6071 -0.50 0.51 -0.35
H 15.3240 22.0210 18.5480 -0.94 0.33 -0.35
H 14.8802 21.6906 16.9068 -0.06 0.23 -1.07
H 13.7900 21.1240 18.1926 0.57 0.73 -0.31
H 11.0496 24.2344 14.8315 -1.89 0.64 0.49
H 11.9909 22.9866 14.4761 -0.15 -0.91 -0.24
C 23.0916 20.0526 11.1642 -1.44 -1.07 0.82
C 23.9249 19.2410 12.1860 -0.75 -0.85 -0.44
C 24.7026 18.2095 11.3879 0.44 0.12 -2.71
O 25.7128 17.6234 12.1572 -0.14 -0.09 -0.16
C 26.6608 16.9020 11.4150 0.64 0.01 0.07
N 24.7545 20.0449 13.0400 -0.01 0.54 0.16
H 22.3825 20.7536 11.6527 0.73 -0.15 -0.18
H 22.4090 19.3864 10.5202 1.34 0.76 0.81
H 23.8273 20.5554 10.5706 0.02 0.62 -0.71
H 23.3027 18.6968 12.8781 -0.71 -0.37 0.11
H 25.1442 18.7557 10.4048 -0.52 -1.07 2.01
H 24.0497 17.3963 10.9776 0.13 0.66 0.27
H 26.4619 15.8783 11.0967 -1.06 -0.01 -0.06
H 27.4864 16.7766 12.0710 0.92 0.02 0.67
H 27.0277 17.4541 10.5569 -0.13 0.31 -0.32
H 25.2568 20.6958 12.4671 0.52 0.50 -0.09
H 25.4315 19.4535 13.5140 -0.02 0.06 -0.16
C 16.0504 24.9975 14.2408 0.43 0.42 -0.75
C 16.3839 24.0133 13.0932 -0.71 0.47 -1.16
C 15.2867 22.9484 13.0258 1.34 -0.40 0.04
O 15.3577 22.2718 14.2969 -0.95 -0.64 -1.16
C 16.5216 21.5015 14.4323 0.89 0.51 1.39
N 16.6790 24.5948 11.7324 -1.19 -0.50 0.71
H 16.0589 24.3946 15.1502 0.00 0.32 0.12
H 15.0482 25.4750 14.1471 0.57 -0.47 -0.17
H 16.7836 25.8261 14.3154 -0.24 -0.57 -0.03
H 17.2424 23.4063 13.3132 0.80 0.32 0.39
H 15.5059 22.2865 12.1317 -0.21 0.19 1.06
H 14.2969 23.3447 12.9011 -0.60 0.31 0.18
H 16.3363 20.7392 15.1815 -0.17 -0.12 0.20
H 17.3529 22.1435 14.8535 -0.48 -0.75 -0.55
H 16.8438 20.9727 13.5401 0.05 0.24 -0.33
H 15.7519 24.8251 11.3570 0.31 0.50 0.00
H 16.9077 23.7830 11.1477 0.36 0.20 0.15
C 16.5906 17.3920 14.4156 -0.45 -0.40 -0.67
C 16.9520 16.0864 15.2179 1.76 2.53 -1.67
C 15.9846 15.0074 15.2027 -1.28 -1.30 0.26
O 14.7234 15.5668 15.5073 0.31 -0.52 0.66
C 13.6964 14.6633 15.2264 -0.84 0.59 -1.39
N 18.1811 15.5625 14.5773 0.26 -0.42 2.32
H 17.4861 17.9907 14.2526 0.17 -0.11 0.27
H 15.8261 18.0764 14.7838 -0.13 -0.33 0.48
H 16.2665 17.1662 13.3820 0.02 -0.34 0.33
H 17.1366 16.4183 16.2424 0.39 -0.27 0.05
H 16.2919 14.1564 15.8852 -0.39 0.91 -0.32
H 15.9531 14.5464 14.2177 -0.06 -0.02 -0.47
H 12.7839 15.0448 15.6621 -0.24 0.27 0.06
H 13.8241 13.6770 15.6379 0.48 -0.60 0.17
H 13.5538 14.6143 14.1080 0.04 -0.28 0.94
H 18.1831 15.6314 13.5896 -0.41 0.16 -1.02
H 18.9445 16.1262 14.9084 0.54 0.18 0.03
C 20.9820 20.5162 24.6338 0.54 0.20 0.06
C 20.3501 21.0141 23.3791 0.32 -2.94 -1.72
C 20.9918 20.4741 22.0384 1.01 -0.10 1.08
O 22.4060 20.7730 21.9778 0.96 -0.92 -0.53
C 23.0360 20.2694 20.7397 -1.07 -0.88 1.14
N 18.9774 20.4489 23.3822 -0.23 1.53 0.95
H 20.7998 19.4433 24.7913 -0.04 0.39 -0.05
H 20.5178 21.1267 25.3954 -0.01 -0.23 0.81
H 22.0424 20.7163 24.6476 0.43 0.00 0.09
H 20.3697 22.0652 23.2934 0.02 1.49 0.22
H 20.6302 21.0468 21.2141 -1.24 0.02 -0.79
H 20.7792 19.3754 21.9475 0.24 0.80 -0.05
H 23.0024 19.1415 20.7245 -0.07 0.89 0.10
H 24.0949 20.5441 20.6486 -0.43 0.32 0.42
H 22.4656 20.6264 19.8806 0.07 0.16 -0.09
H 18.4901 20.8797 24.2093 0.55 -0.77 -0.82
H 18.5689 20.9625 22.6271 -0.96 -0.05 -0.92
C 13.0608 17.0764 10.1715 -0.88 0.15 1.24
C 12.5940 15.6379 10.5280 -1.26 2.45 0.40
C 11.6957 15.7079 11.7997 0.29 1.61 -0.42
O 11.5072 14.4693 12.3554 -0.53 -1.46 -0.12
C 10.7394 14.4968 13.5372 1.96 1.77 0.72
N 11.9097 15.1406 9.3978 -2.05 -0.63 -1.72
H 13.5665 17.5640 11.0132 -0.70 0.13 0.36
H 12.1883 17.6798 9.7838 0.93 -0.50 0.58
H 13.8500 17.1295 9.4775 0.65 -0.51 -1.53
H 13.3970 14.9526 10.6239 1.10 -0.37 0.88
H 10.7025 16.2482 11.6224 0.99 -0.63 -0.30
H 12.2073 16.3297 12.5319 0.24 0.38 0.36
H 9.7114 14.7208 13.3980 -1.14 0.03 -0.49
H 11.1539 15.3355 14.1927 -0.54 -1.01 -0.49
H 10.8939 13.5584 14.0173 -0.12 -0.68 0.44
H 11.6117 14.2036 9.6229 -0.10 -0.42 -0.23
H 11.0167 15.6403 9.1886 1.09 -0.24 0.35
C 12.2570 23.1193 22.1709 0.20 0.45 -2.07
C 13.7328 22.7806 22.1076 0.28 0.54 1.58
C 13.8379 21.2662 22.0237 1.87 -0.31 -0.77
O 15.2421 20.9314 21.7665 -1.28 1.02 0.22
C 15.3068 19.6471 21.2628 1.40 -1.07 -0.20
N 14.3590 23.5741 21.0775 -1.79 0.08 0.03
H 11.7532 22.7056 23.0060 -0.59 -0.81 0.55
H 11.8609 22.7979 21.1662 -0.22 -0.09 1.09
H 12.0579 24.1807 22.1809 0.32 0.46 0.18
H 14.2392 23.0823 23.0492 -0.33 -0.22 -0.20
H 13.3372 20.8979 21.1128 -0.53 0.06 0.48
H 13.5399 20.7286 22.9583 -0.15 0.46 -0.74
H 16.3901 19.4342 21.0784 -0.91 -0.25 0.26
H 14.7612 19.4354 20.3380 -0.09 0.66 -0.34
H 14.8451 18.9625 21.9632 0.31 -0.60 0.48
H 13.7865 23.5728 20.2311 0.86 -0.05 -0.08
H 15.3290 23.4138 20.9714 0.73 -0.38 -0.50
C 26.6756 19.1836 22.1209 0.41 0.14 0.22
C 25.8575 18.7352 23.3408 -1.37 -1.27 -0.32
C 25.4226 17.2250 23.1653 0.67 1.27 -0.33
O 24.4156 16.8326 24.0666 -0.22 -0.17 -0.27
C 23.1666 17.1565 23.4945 -0.73 1.73 0.71
N 26.5407 18.9227 24.5932 0.77 1.20 -0.34
H 26.8849 20.2785 22.2587 0.22 -1.06 -0.36
H 26.1099 19.0364 21.1875 -0.07 0.22 0.37
H 27.6029 18.5610 21.9632 -0.59 0.81 0.48
H 24.8955 19.3491 23.3082 1.08 -0.69 0.26
H 26.2684 16.5184 23.2511 -0.17 0.47 0.11
H 25.0433 17.2024 22.1516 -0.18 -0.56 -0.48
H 22.3525 16.8145 24.1212 0.05 -0.62 0.29
H 23.0623 16.7202 22.4921 -0.01 0.30 0.07
H 22.9967 18.2921 23.5434 0.36 -1.31 -0.76
H 26.1004 18.5406 25.4103 -0.12 -0.33 -0.06
H 27.5212 18.6801 24.5131 -0.21 -0.15 0.29
C 19.7407 18.8882 18.9294 -0.56 1.71 0.31
C 19.2264 18.3690 17.6381 -1.57 -0.11 -1.54
C 18.3353 19.4789 16.9178 -0.49 -1.62 1.27
O 17.2512 19.8633 17.7955 0.67 0.42 -0.19
C 16.0143 19.2167 17.6082 0.17 -0.10 0.62
N 20.2671 17.9212 16.7245 1.28 0.60 -0.47
H 18.9471 19.0999 19.6603 0.27 -0.21 -0.16
H 20.2376 19.8520 18.7175 -0.08 -0.09 0.12
H 20.4968 18.2739 19.3378 0.69 -0.98 0.64
H 18.5377 17.5070 17.7437 0.27 0.30 0.38
H 17.8978 19.1084 15.9895 0.27 -0.12 -0.07
H 18.9205 20.3553 16.7201 0.40 0.61 -0.07
H 15.6765 19.2839 16.5921 -0.16 0.23 -0.70
H 15.2904 19.7295 18.2573 0.31 -0.40 -0.22
H 16.0395 18.1499 17.8563 0.13 -0.04 0.19
H 20.7292 17.0596 17.0254 -0.49 0.17 0.14
H 21.0465 18.6155 16.7092 -0.74 -0.41 -0.23
C 12.3182 20.4550 11.8739 0.58 2.77 -0.65
C 11.8114 19.7303 13.0350 -0.91 -0.62 1.80
C 12.8292 19.4017 14.1117 0.68 -0.40 0.66
O 12.2352 18.4965 15.0516 -0.13 -0.15 -0.20
C 12.9320 18.3303 16.2894 -0.20 0.56 -0.57
N 10.7202 20.5177 13.6557 0.28 0.06 -0.15
H 11.5919 20.5583 11.0637 -0.19 -0.13 0.18
H 13.2117 20.0811 11.4148 0.60 -0.51 -0.03
H 12.5337 21.5155 12.2223 -0.10 -1.05 -0.51
H 11.4828 18.7418 12.7903 -0.59 -0.83 -0.70
H 13.1875 20.2900 14.6286 0.01 0.41 0.14
H 13.7113 18.8862 13.7045 -0.04 0.20 -0.32
H 12.8553 19.3051 16.8149 -0.09 -0.73 0.40
H 13.9976 18.1102 16.1811 -0.05 -0.09 -0.41
H 12.4911 17.4450 16.7812 -0.03 0.79 0.08
H 10.4230 20.0382 14.4918 -0.23 -0.10 0.13
H 9.9107 20.6435 13.0440 0.44 -0.22 0.17
C 23.5469 23.3571 14.7582 0.68 -1.57 -2.01
C 22.4519 23.9932 15.5653 -0.38 1.26 -0.76
C 21.1171 24.0335 14.7714 1.22 0.03 -0.36
O 21.3772 24.6409 13.5117 -0.08 0.26 0.51
C 20.1768 24.7930 12.7410 1.43 -0.71 1.61
N 22.2562 23.3840 16.8548 0.05 -1.16 -1.27
H 24.5089 23.2032 15.2467 -0.08 0.35 0.49
H 23.7625 23.8927 13.8130 -0.20 0.18 0.63
H 23.3187 22.3224 14.3552 -0.26 0.89 0.71
H 22.6581 25.0932 15.5970 0.23 -0.56 0.43
H 20.4425 24.6392 15.3798 -0.49 -0.15 -0.11
H 20.7333 23.0458 14.5192 -0.31 -0.45 0.62
H 19.4922 25.3765 13.3456 -0.81 -0.31 -0.14
H 19.8881 23.7858 12.4202 -0.73 0.31 0.00
H 20.5027 25.3808 11.9400 0.06 0.74 -1.55
H 22.8334 23.6213 17.6171 0.55 0.59 0.66
H 21.3081 23.2669 17.1029 -0.93 0.26 0.56
C 17.0547 18.6977 10.2358 0.44 -0.95 -1.08
C 17.3457 20.0337 10.9075 -1.19 0.53 -0.84
C 18.7505 20.1807 11.4397 -0.23 0.09 0.84
O 18.8008 19.2212 12.5110 1.08 0.62 -0.50
C 19.9280 19.4717 13.3457 -1.13 1.20 0.77
N 17.0772 21.1529 9.9753 -1.07 0.59 1.30
H 17.7019 18.2991 9.3947 0.05 1.07 0.99
H 16.0835 18.6357 9.7545 -0.48 0.50 0.26
H 17.0656 17.9288 10.9685 0.06 -0.86 0.76
H 16.6710 20.1093 11.8176 0.59 0.03 -1.22
H 18.8674 21.1866 11.9040 -0.09 -0.35 -0.44
H 19.5329 20.0901 10.6362 -0.45 -0.36 0.75
H 20.8436 19.3256 12.8125 0.72 -0.15 -0.18
H 19.8369 18.8707 14.2273 0.20 -0.97 0.25
H 19.8971 20.5010 13.8093 0.06 -0.45 -0.88
H 17.5825 20.9909 9.1364 0.25 -0.03 -0.92
H 16.0715 21.3007 9.7598 1.13 -0.49 0.18
C 18.3835 24.0765 20.9898 -1.06 0.95 -0.39
C 17.8792 23.2030 19.8046 1.44 0.23 0.04
C 18.8579 23.0937 18.5981 -1.42 2.53 0.18
O 19.3637 24.3278 18.0909 0.91 -0.25 -0.04
C 18.4965 25.3587 17.6741 -1.28 -0.58 0.89
N 17.8950 21.8144 20.2463 -0.63 -0.63 -0.18
H 18.6583 25.1354 20.8714 -0.10 -0.29 -0.99
H 19.2436 23.6322 21.4074 0.85 -0.82 0.49
H 17.6476 24.1822 21.7933 -0.25 -0.60 -0.07
H 16.9083 23.5211 19.4362 -0.33 0.27 0.07
H 18.3933 22.5047 17.8266 -0.61 -0.21 -0.66
H 19.6785 22.5400 18.9270 1.65 -0.66 0.62
H 18.0664 25.1643 16.6600 0.46 0.39 0.57
H 19.0001 26.3281 17.8039 0.14 -0.46 -0.60
H 17.6596 25.4117 18.4017 0.03 0.05 -0.52
H 17.7150 21.2374 19.4044 -0.06 0.00 0.87
H 17.1578 21.6317 20.9259 -0.09 0.00 -0.27
C 24.1984 18.0956 16.7699 -0.16 -0.01 -0.32
C 23.7988 19.4855 17.1459 1.68 1.07 2.52
C 25.1267 20.2841 17.5836 -2.30 0.05 1.38
O 25.9112 19.5634 18.5114 -1.45 -0.60 -0.35
C 27.1020 20.2372 18.6344 1.14 -0.82 0.19
N 23.1227 20.1538 16.1161 -1.02 0.03 -1.36
H 25.0961 18.0896 16.1525 -0.38 0.06 -0.89
H 23.3255 17.5662 16.3980 0.19 -0.18 -0.62
H 24.5589 17.5440 17.5891 0.18 -0.59 1.52
H 23.1151 19.4802 18.0327 0.58 -0.21 -0.39
H 24.8624 21.2643 18.1144 0.04 -0.87 -1.05
H 25.7245 20.4808 16.7147 0.24 0.26 -0.85
H 26.9471 21.2370 19.0003 0.05 0.74 0.25
H 27.5539 20.2775 17.6274 0.52 0.11 0.49
H 27.6784 19.6567 19.3675 0.34 0.39 -0.40
H 22.9284 21.1305 16.2926 0.06 0.17 0.01
H 23.5470 20.0059 15.2075 0.07 0.37 -0.03
C 21.9371 26.2414 20.8256 0.41 0.54 -0.33
C 22.5803 25.0758 21.5320 -2.28 -1.67 1.19
C 22.4631 25.2512 23.0720 -1.24 -0.97 -0.76
O 23.2379 26.3451 23.3726 0.30 1.01 0.94
C 23.1084 26.8107 24.7184 1.55 -0.16 -1.06
N 21.9909 23.7382 21.1233 -0.31 1.82 -0.34
H 20.9033 26.3477 21.1397 -0.34 -0.07 -0.15
H 21.9979 26.1087 19.7252 -0.13 0.16 0.65
H 22.4489 27.1790 21.1386 -0.25 -0.61 -0.39
H 23.5981 25.0703 21.3029 1.77 -0.29 -0.50
H 22.8098 24.3629 23.6750 -0.39 0.44 -0.71
H 21.3280 25.3946 23.2453 1.40 0.01 0.27
H 23.6406 26.1445 25.4306 -0.47 0.25 -0.27
H 22.0721 26.9141 24.9214 -1.00 0.11 0.66
H 23.5994 27.7873 24.6959 -0.14 -0.11 0.37
H 21.0137 23.6316 21.4239 0.61 0.48 -0.21
H 22.4723 23.0347 21.6237 0.71 -1.06 0.51
C 23.9233 13.0008 22.9348 0.85 0.35 0.26
C 22.9708 12.9975 21.7706 0.53 -1.88 -0.81
C 23.8466 13.2929 20.5579 0.13 1.26 1.09
O 24.0578 14.6828 20.6917 -0.04 1.69 -0.87
C 25.0704 15.2595 19.8756 0.31 -1.52 -1.04
N 22.3583 11.6311 21.6330 2.43 1.28 0.80
H 24.4575 13.9962 22.9130 -0.48 -1.16 0.43
H 24.6574 12.1616 22.8147 -0.54 0.73 0.11
H 23.3921 12.8474 23.8728 0.10 0.22 0.22
H 22.2541 13.8017 21.8599 -0.41 0.20 0.08
H 23.4306 13.0902 19.6062 -0.54 -0.46 -0.92
H 24.8026 12.8176 20.6828 0.52 -0.76 -0.15
H 26.0054 14.8636 20.2582 0.63 0.35 0.09
H 25.0535 16.3450 19.8830 -0.23 0.02 0.38
H 25.0905 14.9439 18.7748 -0.66 0.19 1.22
H 22.1463 11.3313 22.5607 -0.30 -0.46 0.57
H 21.5283 11.6918 21.1396 -2.01 0.05 -1.21
C 21.3898 14.6586 19.0437 1.03 -0.96 -1.54
C 20.7163 14.2198 17.6764 0.06 2.16 1.57
C 20.8660 12.7914 17.3640 0.60 -1.58 0.83
O 22.2800 12.6576 17.2764 -0.09 0.18 -1.02
C 22.8885 11.4389 17.5800 -0.24 -0.18 1.27
N 19.2940 14.5005 17.7222 -0.03 0.21 0.45
H 20.9779 15.5624 19.4406 -0.21 1.00 -0.23
H 22.5022 14.7631 18.8601 -1.49 0.10 0.39
H 21.2499 13.9630 19.8591 -0.09 -0.64 0.00
H 21.3324 14.7967 16.9368 -0.80 -0.31 -0.01
H 20.2283 12.4968 16.4953 0.99 0.16 -0.10
H 20.4781 12.1343 18.1756 0.18 0.52 -0.05
H 22.2482 10.6094 17.3409 -0.12 -0.62 -0.73
H 23.0220 11.3205 18.6810 0.20 0.21 -0.49
H 23.8577 11.4147 17.0821 -0.14 -0.22 -0.01
H 19.0504 15.3142 18.2936 0.07 -0.31 -0.73
H 18.8581 14.4575 16.8092 -0.15 0.43 0.05
C 14.9896 15.8248 19.3457 1.32 1.18 0.40
C 16.4435 15.2999 19.2399 -0.37 -1.68 -1.37
C 17.2637 15.3425 20.4827 0.28 0.61 0.28
O 17.8109 16.6331 20.5780 1.46 0.36 0.86
C 18.8500 16.7358 21.6240 -0.92 -1.40 -1.88
N 16.3456 13.8237 18.9410 -0.52 0.26 -1.47
H 14.5374 15.8925 18.3779 -0.44 -0.69 -0.77
H 14.9950 16.8931 19.6076 0.21 -0.19 0.48
H 14.3885 15.2825 20.0732 0.07 -0.16 -0.16
H 17.0169 15.8741 18.4514 -0.68 -0.45 0.56
H 18.0146 14.5312 20.4959 0.03 0.40 -0.21
H 16.6278 15.2009 21.3289 -0.60 -0.46 0.88
H 19.8250 16.4847 21.1407 -0.52 0.19 0.59
H 18.6071 15.9998 22.4134 0.28 0.60 -0.09
H 18.8038 17.7544 21.9292 0.24 0.67 0.63
H 17.2524 13.3632 18.7865 -0.18 0.75 0.24
H 15.8704 13.7052 18.0217 0.20 0.12 1.01
```
Positions in Å, forces in eV/Å.

Computed properties:
Energy relative to the best compared isomer or geometry (same formula, charge and spin)   3.822 eV
Net charge   0